Here is one molecule with the formula C6H12O from OMol25. Energies are from ωB97M-V with the def2-TZVPD basis set.

Positions of all 19 atoms, in Å:
C: 1.61144 -0.03323 1.85856
C: 0.33053 -0.21012 1.06109
C: -0.47725 1.08812 0.94243
O: -1.25962 0.99490 -0.23951
C: -0.96201 -0.23834 -0.88966
C: -1.10650 -0.14472 -2.40165
C: 0.43581 -0.61328 -0.40367
H: 1.36860 0.33609 2.86140
H: 2.27917 0.69677 1.38565
H: 2.15866 -0.97425 1.97631
H: -0.28807 -0.97837 1.54509
H: -1.12978 1.24681 1.80908
H: 0.20411 1.94748 0.84346
H: -1.67894 -0.99557 -0.53162
H: -2.12277 -0.33679 -2.76303
H: -0.45238 -0.90967 -2.81237
H: -0.81186 0.83951 -2.78066
H: 1.21934 -0.04355 -0.92370
H: 0.68153 -1.67179 -0.53720

Summary:
Energy relative to the best compared isomer or geometry (same formula, charge and spin): 0.431 eV
SMILES string: C[C@H]1CO[C@@H](C)C1
Orbital gap: 10.5782 eV
Total energy: -8463.923 eV
2S+1: 1

Here is a 2-piece molecular cluster, C6H12O overall from OMol25. Energies are from ωB97M-V with the def2-TZVPD basis set.

Positions of all 19 atoms, in Å:
C: 2.19892 0.74970 -1.66049
C: 0.89627 0.14967 -1.13802
C: 0.94033 0.03371 0.36174
C: 0.45735 -1.14435 1.07893
O: 1.84884 -0.93300 0.86166
H: 2.20218 0.81125 -2.75288
H: 2.35138 1.75626 -1.25347
H: 3.05070 0.13109 -1.35807
H: 0.03641 0.76642 -1.43476
H: 0.75319 -0.85242 -1.55882
H: 0.96964 0.98555 0.90276
H: 0.11599 -1.04360 2.11074
H: 0.03378 -1.99056 0.53231
C: -2.47096 0.33809 0.28838
C: -2.82434 -0.14193 1.48042
H: -2.41851 -0.28942 -0.60040
H: -2.17057 1.37532 0.13462
H: -2.84515 0.47579 2.37532
H: -3.12547 -1.17758 1.63003

Summary:
Energy relative to the best compared isomer or geometry (same formula, charge and spin): 2.428 eV
SMILES string: CC[C@H]1CO1.C=C
Orbital gap: 11.2452 eV
Total energy: -8461.926 eV
2S+1: 1

Here is a 2-piece molecular cluster, C6H12O overall from OMol25. Energies are from ωB97M-V with the def2-TZVPD basis set.

Positions of all 19 atoms, in Å:
C: 2.35907 0.16231 0.06195
C: 1.00967 -0.45882 -0.08532
C: -0.09458 0.08456 -0.62182
C: -0.12777 1.48939 -1.09858
O: 0.82035 2.23917 -1.21538
C: -1.37464 -0.71689 -0.73768
C: -1.95399 -1.17044 0.60343
H: 2.91068 -0.08747 -0.85036
H: 2.90566 -0.26021 0.91126
H: 2.32777 1.24988 0.12994
H: 0.94038 -1.49592 0.25071
H: -1.14443 1.85180 -1.36342
H: -1.18254 -1.59437 -1.36628
H: -2.12848 -0.12420 -1.27053
H: -2.84347 -1.78863 0.44913
H: -1.23155 -1.76695 1.17054
H: -2.23868 -0.31705 1.22789
H: 0.23889 1.20873 1.70906
H: 0.80764 1.49510 2.09546

Summary:
Energy relative to the best compared isomer or geometry (same formula, charge and spin): 2.006 eV
SMILES string: C/C=C(\C=O)CC.[H][H]
Orbital gap: 9.8190 eV
Total energy: -8462.348 eV
2S+1: 1

Among the records above, which one has the highest energy relative to the best compared isomer or geometry (same formula, charge and spin)? number 2